Record 1
{
  "formula": "C5H7N3",
  "method": "ωB97M-V/def2-TZVPD",
  "elements": ["H", "C", "H", "H", "N", "H", "C", "C", "H", "H", "C", "N", "H", "C", "N"],
  "coordinates": [[-0.165, -1.311, 1.489], [-0.986, 1.517, 0.348], [2.238, 0.837, -0.404], [1.528, -1.010, 1.324], [1.494, 0.231, -0.846], [1.679, 0.050, -1.848], [0.620, -0.639, 1.085], [-1.162, 0.456, -0.566], [-0.935, 0.674, -1.617], [0.166, -1.389, -0.977], [0.531, -0.484, -0.300], [-2.924, -1.241, 0.055], [0.702, 0.298, 1.601], [-2.177, -0.434, -0.255], [-0.609, 2.447, 0.912]],
  "mulliken_charge": [0.319, 0.342, 0.232, 0.506, -0.397, 0.225, -1.557, -0.383, 0.368, 0.331, 0.140, -0.492, 0.459, 0.415, -0.507],
  "relative_energy_kcal_mol": 72.8,
  "gap_ev": 9.5,
  "e_homo_ha": -0.33273,
  "spin_multiplicity": 1,
  "total_energy_ev": -9766.2312
}


Record 2
{
  "formula": "C7H10",
  "method": "ωB97M-V/def2-TZVPD",
  "elements": ["C", "H", "C", "C", "H", "C", "H", "H", "C", "H", "H", "C", "H", "C", "H", "H", "H"],
  "coordinates": [[0.077, -1.056, 0.215], [-1.478, -0.457, -1.335], [1.612, -0.563, -0.025], [-0.540, -0.636, 1.447], [-0.192, 1.417, -1.988], [-1.623, 0.178, 0.837], [2.127, 0.982, -1.507], [-0.229, -0.743, 2.488], [1.388, 0.671, -0.762], [2.243, -1.269, -0.598], [-1.649, 1.249, 1.118], [-0.884, -0.066, -0.504], [2.057, -0.513, 0.973], [-0.012, 1.133, -0.938], [-2.656, -0.197, 0.918], [0.067, -2.115, -0.086], [-0.300, 2.032, -0.355]],
  "mulliken_charge": [-0.108, 0.493, -0.508, -0.706, 0.303, -0.811, 0.340, 0.408, -0.521, 0.274, 0.245, 0.222, 0.250, -0.756, 0.268, 0.365, 0.240],
  "relative_energy_kcal_mol": 99.4,
  "gap_ev": [8.2, 8.0],
  "e_homo_ha": [-0.27418, -0.27363],
  "spin_multiplicity": 1,
  "total_energy_ev": -7416.7257
}


Record 3
{
  "formula": "C7H24IN6O7",
  "method": "ωB97M-V/def2-TZVPD",
  "elements": ["H", "H", "C", "N", "H", "O", "H", "H", "N", "O", "H", "N", "O", "H", "C", "H", "H", "H", "O", "H", "N", "H", "C", "O", "N", "C", "H", "H", "H", "I", "O", "H", "H", "H", "C", "H", "C", "C", "H", "H", "H", "N", "H", "H", "O"],
  "coordinates": [[1.893, -1.341, -1.236], [1.219, 1.655, -2.286], [-0.617, 3.066, 6.028], [0.528, -0.450, -2.971], [1.751, -1.523, 1.028], [-0.729, -5.413, -1.926], [0.131, -0.158, -2.089], [-0.360, 4.120, 5.911], [2.775, -1.823, -1.149], [-1.932, 5.042, -2.598], [-2.170, 4.584, -0.152], [2.379, -2.310, 0.943], [3.778, -3.633, -0.252], [-0.888, -1.621, -0.713], [-1.898, -4.573, -1.781], [0.407, 1.805, 3.173], [0.412, -1.411, -3.256], [2.446, 1.893, -3.599], [1.988, -0.212, -4.678], [-1.636, 3.043, 6.413], [-1.551, 3.960, -0.647], [-0.767, -3.706, -0.026], [-0.692, 2.340, 4.687], [-0.997, -2.236, -1.447], [-1.245, 2.961, -2.495], [1.429, 0.185, -3.642], [3.381, -1.838, -1.955], [-2.288, -3.088, -0.181], [-0.855, 2.224, -1.927], [-0.129, 0.567, 0.589], [0.222, 2.426, 7.019], [-1.532, 2.999, -0.340], [-1.143, -6.280, -1.899], [-1.258, 2.877, -3.500], [-1.454, -3.399, -0.817], [1.108, 2.258, 6.689], [-1.634, 4.047, -1.969], [2.963, -2.728, -0.195], [-1.538, 2.746, 4.126], [-1.109, 1.337, 4.796], [2.525, -2.836, 1.791], [1.724, 1.383, -3.116], [-2.313, -4.288, -2.749], [-2.772, -5.139, -1.454], [0.447, 2.486, 3.851]],
  "mulliken_charge": [0.308, 0.148, -0.423, -0.077, 0.033, -0.485, -0.069, 0.276, -0.263, -0.713, 0.231, -0.257, -0.691, 0.051, -0.572, 0.145, 0.162, 0.210, -0.755, 0.283, -0.321, 0.350, -0.334, -0.345, -0.233, 0.611, 0.175, 0.364, -0.014, -0.534, -0.529, 0.081, 0.284, 0.190, -0.469, 0.315, 0.579, 0.607, 0.288, 0.340, 0.162, -0.287, 0.292, 0.375, -0.490],
  "relative_energy_kcal_mol": 27.0,
  "gap_ev": 8.7,
  "e_homo_ha": -0.22842,
  "charge": -1,
  "spin_multiplicity": 1,
  "total_energy_ev": -39026.6809
}


Record 4
{
  "formula": "C25H53BClNP2RuSi2",
  "method": "ωB97M-V/def2-TZVPD",
  "elements": ["Ru", "H", "C", "C", "H", "C", "N", "H", "H", "H", "H", "H", "H", "H", "P", "C", "H", "H", "C", "H", "H", "C", "C", "H", "H", "Cl", "H", "H", "H", "C", "H", "H", "H", "C", "H", "C", "H", "C", "H", "C", "B", "H", "C", "C", "H", "H", "H", "H", "H", "H", "C", "H", "H", "H", "C", "Si", "H", "C", "H", "C", "Si", "H", "C", "H", "H", "H", "C", "C", "H", "H", "C", "H", "H", "H", "C", "H", "C", "H", "H", "H", "P", "H", "H", "H", "H", "C"],
  "coordinates": [[0.055, -0.149, 0.003], [-4.148, -3.762, 2.257], [3.859, 0.922, 0.017], [3.215, -1.821, -2.031], [-1.755, -0.859, 5.719], [3.009, -0.362, -2.470], [0.147, 1.613, 1.085], [0.937, -0.425, 3.194], [-5.709, -0.318, -1.047], [3.884, -1.887, -1.159], [-4.362, -2.104, 2.833], [2.225, -1.436, 0.696], [2.796, 0.289, 1.823], [2.981, 2.061, 1.664], [-1.620, -0.876, 1.887], [-1.524, -3.655, 1.446], [-0.224, 4.152, 3.178], [-0.907, -3.548, 0.544], [-5.146, -0.705, -0.189], [-2.075, -4.606, 1.373], [1.285, 0.659, -4.881], [0.156, -0.193, 3.932], [-3.029, 0.293, 1.915], [4.223, 1.221, -3.483], [0.131, -1.088, -2.779], [3.010, -3.925, 2.031], [5.134, 2.026, -1.430], [5.170, 0.050, -2.509], [2.271, -2.318, -1.768], [4.285, 0.174, -3.153], [1.240, 3.020, 3.945], [-0.050, 0.888, 3.901], [4.405, -0.033, -0.092], [-1.597, 1.422, -1.419], [-2.656, 1.268, 2.263], [3.471, 1.090, 1.491], [4.377, 1.042, 2.117], [2.086, 2.273, -1.842], [-2.386, 0.457, 4.708], [-0.441, -0.458, -2.125], [0.796, 3.525, 2.912], [-1.884, 2.456, -1.263], [-2.173, -0.622, 4.728], [-0.488, 1.003, -2.190], [-5.845, -0.810, 0.647], [-5.365, 2.376, 0.673], [0.848, -1.963, 1.713], [0.557, -0.439, 4.929], [1.879, 3.022, -1.064], [3.676, -2.379, -2.860], [-4.464, 2.258, 0.061], [-0.847, -3.716, 2.312], [0.475, 4.650, -3.596], [-3.045, -2.352, 0.637], [0.443, 2.445, 1.883], [0.635, 2.242, -3.041], [-1.939, -1.893, -1.259], [1.095, 1.729, -4.778], [-0.354, 4.285, -2.062], [-0.168, 3.929, -3.080], [-3.793, 0.521, 0.209], [-3.152, -3.180, 3.606], [-2.276, 0.308, -0.876], [0.961, -2.502, 0.010], [4.317, 3.054, -0.216], [-3.118, -1.173, 4.634], [-3.608, -2.884, 2.648], [-1.119, -1.006, 3.676], [1.979, 2.274, -5.129], [-3.716, 2.985, 0.389], [-1.556, -0.892, -1.306], [1.626, 4.290, 2.428], [-4.771, -1.695, -0.454], [-4.722, 2.470, -0.982], [-2.536, -2.508, 1.604], [-1.125, 3.874, -3.609], [1.152, -1.681, 0.693], [2.189, -0.328, -3.209], [0.261, 1.989, -5.439], [-3.800, -0.057, 2.609], [2.337, 0.656, -1.022], [5.684, 2.023, 0.252], [2.991, 2.571, -2.383], [-0.875, -2.078, 3.789], [4.451, -0.436, -4.057], [4.791, 2.077, -0.389]],
  "mulliken_spin": [2.744, 0.001, 0.018, 0.002, 0.001, 0.029, 0.039, -0.003, 0.000, 0.001, 0.000, 0.036, -0.004, -0.001, 0.001, 0.001, 0.004, -0.004, 0.005, 0.000, -0.002, 0.021, 0.020, 0.000, -0.012, 0.390, 0.000, 0.001, -0.004, 0.001, 0.005, -0.002, 0.000, -0.118, 0.004, 0.019, 0.001, 0.019, -0.001, -0.001, 0.004, -0.005, 0.007, 0.336, 0.000, 0.000, 0.036, 0.001, 0.005, 0.000, 0.005, 0.001, 0.000, -0.001, 0.055, 0.032, -0.011, 0.006, 0.000, 0.005, 0.031, 0.001, 0.337, 0.046, -0.001, 0.000, 0.002, 0.017, 0.000, 0.000, -0.004, 0.005, -0.002, 0.001, 0.029, 0.001, -0.151, 0.000, 0.000, -0.003, 0.000, 0.001, -0.003, 0.000, 0.001, 0.007],
  "s2": 6.05,
  "gap_ev": [7.0, 2.9],
  "e_homo_ha": [-0.26655, -0.25064],
  "spin_multiplicity": 5,
  "total_energy_ev": -78387.0504
}